Below is C13H19Br3NO9 as an isolated structure, with properties calculated with wB97M-V/def2-TZVPD.

```
45
Properties=species:S:1:pos:R:3:forces:R:3
H 12.9680 1.5192 -23.5740 0.1795 -0.2513 -0.1657
C 17.9191 -2.5324 -23.3173 0.1066 -0.0997 0.2871
H 17.0037 -5.2312 -21.2755 0.3429 0.3814 0.1182
C 18.1273 -2.3552 -24.8174 0.9685 0.4459 0.5644
C 16.6891 -0.6749 -24.1577 0.1666 -0.3436 0.2443
C 17.4574 -7.3238 -21.4843 -0.0087 0.3598 -0.4257
O 17.5459 -1.0786 -25.1300 -0.3536 -0.1531 -0.3156
C 12.6954 -1.4907 -22.7879 0.0561 0.0519 0.8109
O 14.9838 -4.8582 -21.4806 0.0855 0.4733 0.9566
H 13.7232 -1.5178 -20.8312 0.1559 -0.2253 -0.2831
C 12.9768 -0.9625 -21.3893 0.0909 0.2139 -0.1101
O 13.9467 -4.1400 -19.6913 1.2059 0.0581 -0.6593
H 15.8296 -2.3690 -23.2186 -0.3168 0.3026 0.2250
H 15.8008 -1.7538 -18.7211 -0.5218 -0.1777 -0.1684
O 12.3395 -0.4586 -23.5923 0.0862 0.2794 -0.2541
H 11.5150 1.2056 -22.6616 -0.0382 -0.3118 -0.0029
C 15.4533 -1.3732 -17.7650 0.0713 -0.0674 0.3036
C 16.6767 -1.6978 -23.0428 0.0690 -0.6637 -0.5173
O 20.1683 -6.6641 -23.6000 0.0862 0.1463 -0.7391
H 14.3749 0.7043 -21.7656 0.0660 -0.3783 -0.3713
Br 16.6604 0.0736 -17.3169 -0.0002 -0.0256 0.0863
H 17.7370 -3.1672 -25.4272 -0.3686 0.1874 -0.0965
H 19.4792 -8.1645 -21.3116 -0.0891 0.0674 0.0750
C 12.4993 0.7913 -22.9135 0.0363 0.3936 0.0798
H 17.8003 -3.5712 -23.0295 -0.0329 -0.0091 -0.0062
C 17.8791 -5.8658 -21.1714 -0.8557 -1.3859 0.1470
C 18.7399 -7.8843 -22.0692 -0.0542 0.0586 -0.4414
C 13.3113 0.5001 -21.6529 -0.4058 0.6129 0.5392
O 12.6975 -2.6203 -23.1534 -0.0302 -0.4385 -0.4499
O 16.0768 0.3455 -24.2603 -0.2521 0.4149 0.0573
N 14.9293 -4.0978 -20.4771 -0.9263 0.1950 -0.2730
H 17.0654 -7.8558 -20.6220 -0.0178 0.0757 0.0371
H 18.7815 -2.1452 -22.7710 -0.0048 0.0325 -0.0468
O 15.8508 -3.2384 -20.3026 -0.3755 -0.4317 0.0443
H 12.9909 1.1884 -20.8655 -0.0676 -0.2331 0.1057
H 12.0425 -1.0961 -20.8336 -0.0099 0.1796 -0.0255
H 18.2737 -5.8868 -20.1531 0.4655 0.6696 -0.1892
Br 13.6310 -0.7208 -17.8315 0.3446 -0.1556 -0.1320
H 16.6854 -7.2573 -22.2559 -0.0466 -0.2742 0.0973
C 19.3057 -6.6723 -22.7737 0.9317 -0.0756 1.0824
H 19.1905 -2.2324 -25.0212 -0.0102 -0.2651 -0.2580
H 16.6221 -1.2963 -22.0390 -0.1695 0.1754 -0.0327
Br 15.5925 -2.8446 -16.5156 0.0342 0.2459 -0.1504
H 18.6991 -8.6982 -22.7906 -0.3250 -0.0742 0.1233
O 18.8638 -5.5488 -22.1775 -0.2683 0.0195 0.1294
```
Positions in Å, forces in eV/Å.

Output
- HOMO level (hartree) = -0.212
- charge = -1
- 2S+1 = 1
- energy above the lowest of the compared OMol25 structures with the same formula, charge and spin (eV) = 0.0000
- calculated total energy (Eh) = -8960.722280

Atom charges from the Mulliken analysis, given in e for atoms 1 to 2: 0.314, -0.010

Below is a 2-piece molecular cluster, C13H19BrF6NO2P overall, with properties calculated with wB97M-V/def2-TZVPD.

```
43
Properties=species:S:1:pos:R:3:forces:R:3
C 0.6774 0.8494 -0.3296 -0.4769 -2.6752 -2.2723
H -1.7736 -5.3769 0.0725 0.6728 1.2765 -0.8812
C -1.3552 -4.3775 -0.2828 -0.1592 1.2093 0.8449
F 5.5663 2.5805 0.1119 2.2168 -0.1219 -0.9819
F 5.6456 4.7177 0.6508 2.3408 0.7112 0.7279
C 1.4069 0.4385 -1.6548 -3.4587 -2.2568 2.1258
H -2.0266 -1.9361 1.2926 -0.0681 0.2274 -1.9770
H -1.0938 2.8984 3.6355 -1.7531 -0.3645 -0.5715
H -2.0080 0.0204 2.0472 1.2793 0.5886 -0.8737
H -2.4190 2.2625 0.8624 1.4067 -0.1337 0.7641
C -0.3972 -1.5686 -1.7132 2.1439 1.8801 -0.3590
H -0.7621 -4.4420 -1.2646 -0.8972 -0.1507 1.6174
N -1.0363 -1.1631 -0.4603 3.2517 2.5823 -1.0515
C -1.1280 0.5899 1.6092 0.0362 0.3098 -0.4331
H -3.8471 -2.3430 -2.0752 0.9324 -1.2664 0.2110
C 0.8086 -0.8452 -2.3508 -1.3012 1.6220 3.1958
H -2.8942 3.2716 3.0914 1.3861 -0.9273 -0.0488
C -0.5358 0.0227 0.2435 2.4124 0.7968 -2.2859
P 4.5907 3.5443 0.9478 1.0100 0.6999 0.2966
H -2.5664 -3.6463 -2.6622 -1.2287 0.8031 1.1379
H -0.6372 2.8076 1.2465 -1.5677 -1.1088 0.4835
O 3.7816 0.4985 -2.7070 -2.6308 0.1110 0.2257
H -0.6736 -3.9949 0.5736 -0.8032 -0.8046 -1.5080
C -2.0310 2.5278 3.0860 0.9554 -0.5400 -0.7211
C -1.5278 2.1500 1.5749 -0.4804 -0.2888 0.5388
H -3.3765 -3.7138 0.3390 1.3809 1.1029 -0.9298
C -2.2119 -1.8409 0.1532 -1.3302 -0.8968 0.8022
H -3.1256 -1.1477 0.0120 1.4397 -1.1024 0.1681
H -2.3608 1.5465 3.5698 0.2756 1.4919 -0.4342
O 2.7479 2.4886 -2.2400 -1.5530 -4.8327 0.3323
F 3.5454 3.5426 2.1699 -2.7416 0.8139 0.6018
Br 0.3569 0.3882 2.9669 -0.7210 -0.1722 -0.8159
C 2.6487 1.2547 -2.2148 1.7720 3.2196 -0.8220
H 1.0907 1.7565 0.2301 -0.6514 -1.4767 -0.7304
H 1.2779 -1.1929 -3.3407 -1.0755 0.3133 1.8523
H 3.6254 0.2791 -3.6547 0.1723 0.2967 0.8440
C -3.3050 -3.3184 -1.8389 0.0455 -0.9873 0.6127
F 5.4880 3.1890 2.2312 2.3149 -1.1627 0.5677
H -0.7748 -2.4962 -2.2832 0.3613 1.8029 1.4701
C -2.5658 -3.2999 -0.3798 -0.7858 -0.7744 -0.4844
F 3.5889 2.5149 0.2202 -2.9411 -1.4102 0.1637
F 3.6966 4.7130 0.3039 -2.5129 0.2122 -1.2005
H -4.1103 -4.1492 -1.7891 1.3309 1.3827 -0.2022
```
Positions in Å, forces in eV/Å.

Output
- HOMO level (hartree) = -0.340
- 2S+1 = 1
- calculated total energy (Eh) = -4226.404777

Atom charges from the Mulliken analysis, given in e for atoms 1 to 2: -0.583, 0.335

Below is an isolated ion of composition C13H19BrFN4O and charge +1, with properties calculated with wB97M-V/def2-TZVPD.

```
39
Properties=species:S:1:pos:R:3:forces:R:3
H 1.0248 -0.4176 -3.0188 -0.3409 -2.1832 1.6278
H -1.0322 2.8563 -1.6982 0.3837 -0.9203 1.0447
H -2.6316 3.4438 0.5866 -1.3021 -2.1691 -0.1517
H 0.5761 -4.6912 0.6432 0.1044 1.9716 -1.8664
N -4.7243 2.7198 0.4998 1.2535 0.5007 2.2023
C -0.2833 1.5881 -0.1094 0.1436 0.1364 -1.9599
H 3.7226 -0.4560 -0.0919 -2.2572 1.1242 -0.9851
H 0.0324 0.2711 3.0488 1.0587 1.4163 -2.1053
N -0.6198 0.5458 0.9728 1.6167 3.7074 -1.2286
H -0.6947 -2.5965 -3.5977 1.3052 -0.0855 2.2425
C -3.2417 2.4187 0.5464 1.2621 0.5888 -0.0803
H 3.4359 -1.8873 1.6698 -2.0096 -1.8396 -0.3813
H -4.7937 3.7434 0.7838 -0.1472 -1.7493 -0.6603
C 0.3648 0.9103 2.1046 -0.5857 -1.0167 0.3541
H 0.3360 2.0691 2.3602 0.0633 -2.5010 -0.7115
C 0.6445 -3.8088 -0.1366 0.2751 2.7399 -2.4895
C 1.7631 -1.3227 -0.8714 -2.0667 -1.8853 -0.8515
H 2.9452 -3.7466 1.8539 -0.8554 2.0564 -0.8729
H -3.3371 1.9251 -1.7798 1.7732 -0.2407 2.1424
N -1.2235 2.1338 -0.9698 1.2948 -2.6832 2.4691
H 3.1082 0.4422 -1.6323 -1.1085 -0.8323 2.3352
H -1.0128 -4.7104 -1.8065 1.9273 1.9932 0.8332
C 2.1334 1.0949 0.4248 1.8903 -1.3622 0.1785
C 0.8919 -1.3264 -2.2760 -0.3098 -3.3986 3.1324
C 2.7338 -0.0288 -0.6063 0.7361 -1.4353 -0.0263
H 1.8112 -2.3769 2.4955 1.4984 -0.6346 -1.8342
Br 3.7354 2.2269 0.9862 -1.0935 -0.4872 -0.4620
C -0.0940 -2.5979 -2.5906 1.9259 0.2854 3.1942
C -0.2551 -3.8425 -1.5305 2.7072 3.6102 0.6545
C -2.6790 1.6496 -0.8255 -1.3578 -0.0919 0.4766
N 1.1490 2.0675 -0.1833 -3.7560 -2.5233 1.8129
C 1.6804 -2.5709 0.2160 -2.2449 -0.5443 -3.2171
H -2.7188 0.4777 -0.7403 0.3247 2.4274 -0.0728
H -0.4266 -0.4266 0.6224 0.0650 1.0775 0.0813
C 2.5414 -2.6745 1.6088 -0.5251 0.9564 0.2974
F 1.4941 2.4347 -1.4512 -0.0664 0.0134 0.0652
O 1.6800 0.4288 1.6550 -1.1845 2.2313 -1.5901
H -5.1406 2.2164 1.3335 0.3872 0.7075 -1.4785
H -2.8954 1.8180 1.5040 -0.7853 1.0396 -2.1192
```
Positions in Å, forces in eV/Å.

Output
- SMILES string = Cc1ccccc1C[C@]1(Br)OCNC(NCCN)=[N+]1F
- HOMO level (hartree) = -0.417
- charge = +1
- 2S+1 = 1
- calculated total energy (Eh) = -3474.169771

Atom charges from the Mulliken analysis, given in e for atoms 1 to 2: 0.317, 0.304

Below is C13H19CeClN2O2S as an isolated structure, with properties calculated with wB97M-V/def2-TZVPD.

```
39
Properties=species:S:1:pos:R:3:forces:R:3
H 2.7191 -2.8251 0.1603 -0.1847 0.0163 0.1125
H -1.2682 -3.7911 3.1927 0.1933 -0.1499 -0.2479
O 3.8776 0.8756 0.4662 -2.7778 -0.7240 0.1648
H -0.6370 -5.2782 2.4330 0.0228 0.2599 0.0962
H 1.3878 -3.8757 0.5698 0.0442 0.2429 -0.2378
H 0.0835 -2.7915 -1.3739 0.0982 -0.1060 -0.1837
C -0.6229 -4.1824 2.3925 0.1364 0.1492 0.2972
O -0.4446 -0.3441 -3.3622 0.5813 3.2006 3.7961
H 1.0376 5.0139 -1.8567 -0.3117 0.2663 -0.0715
C -0.3008 0.3932 -2.4842 -0.8299 -3.5268 -4.3949
H 0.5312 4.7599 0.9282 -0.3121 -0.1366 -0.2624
H -2.3281 3.1489 -2.0141 0.0756 -0.0038 0.2865
H -2.9185 2.0594 0.4402 0.4682 0.1824 -0.1462
C -0.3096 4.2204 0.4833 -1.2202 0.2112 -0.3496
H -2.1695 -4.0948 0.9209 0.3230 0.0596 -0.1411
N -1.1565 -2.3104 0.7563 0.0909 0.4896 1.1141
N 1.1112 -1.8254 1.0016 0.1315 0.4820 -0.3384
H -0.2204 4.5001 -2.9724 -0.1070 0.2035 -0.0183
C -0.7031 4.2469 -0.9124 -1.0093 0.1124 1.1787
C 1.1747 -2.7937 -1.3154 -0.3415 -0.0173 -0.1246
H 1.7826 -1.0918 1.2542 -0.6365 -0.7452 0.0523
H -1.1487 3.0734 2.2443 0.0993 -0.0137 -0.5217
Cl 2.4676 3.2593 -0.9955 -1.0787 -0.7902 0.2891
H -2.0846 -1.8965 0.8479 0.4315 -0.1029 -0.0243
C -1.1257 -3.7725 1.0255 -0.3504 -0.2625 -0.6614
C -0.1673 -1.4612 1.0952 0.0414 -0.8774 -0.9259
S -0.6148 0.1316 1.5755 -0.0925 1.0704 -0.2889
C -1.1530 3.2908 1.1701 -1.2406 0.6725 -0.8036
H -0.5510 -4.2410 0.2182 -0.2595 -0.0899 0.2218
H 0.4034 -3.8415 2.5810 -0.2249 -0.1479 0.0067
H -0.3905 6.0290 -2.0697 -0.1719 -0.1656 0.0181
C 2.7446 0.7578 0.4207 3.1558 0.7538 -0.1917
Ce 0.2333 2.0169 -0.4117 3.5389 -2.3611 0.1506
H 1.5455 -1.8762 -1.7866 0.0990 -0.1849 0.0434
C 1.6282 -2.9068 0.1155 0.5829 -0.0769 0.8693
C -1.8238 3.3412 -1.0666 0.4472 0.5245 1.0448
H 1.5586 -3.6608 -1.8608 -0.0969 0.2330 -0.0760
C -0.0438 4.9924 -2.0127 0.4840 0.0839 -0.2807
C -2.1043 2.7498 0.2017 0.2007 1.2685 0.5485
```
Positions in Å, forces in eV/Å.

Output
- HOMO level (spin up / spin down) (hartree) = -0.599 / -0.599
- charge = +2
- 2S+1 = 1
- calculated total energy (Eh) = -2099.690145

Atom charges from the Mulliken analysis, given in e for atoms 1 to 2: 0.509, 0.353

Look up the 2S+1 of the second one.
1